DFT (ωB97M-V with the def2-TZVPD basis set) results for 2 unconnected molecules or ions with the total composition C2HN2O2 in a non-equilibrium geometry.

Properties
**Energy relative to the best compared isomer or geometry (same formula, charge and spin)**: 76.1 kcal per mole
**Total charge**: -1
**Frontier orbital gap**: 8.695 eV

XYZ file:
```
7
Properties=species:S:1:pos:R:3:lowdin_charge:R:1
C -1.084 0.502 -1.044 0.096
C -1.554 -1.603 0.867 -0.658
N -0.543 -1.495 0.335 0.009
N -0.144 1.256 -1.003 -0.209
O 1.053 1.569 -0.865 -0.113
O -2.765 -1.541 1.309 -0.188
H -1.756 -0.360 -0.956 0.064
```

DFT (ωB97M-V with the def2-TZVPD basis set) results for 2 unconnected molecules or ions with the total composition C2HN2O2 in a non-equilibrium geometry.

Properties
**Energy relative to the best compared isomer or geometry (same formula, charge and spin)**: 150.2 kcal per mole
**Total charge**: -1
**Frontier orbital gap (alpha / beta)**: 6.448 / 8.260 eV

XYZ file:
```
7
Properties=species:S:1:pos:R:3:lowdin_charge:R:1
C 0.227 -0.271 -0.272 -0.376
C 1.182 0.805 -0.137 -0.530
N 1.362 -0.154 -1.010 0.166
N -0.891 -0.785 -0.018 0.111
O -2.054 -0.039 1.818 -0.445
O 1.506 1.893 0.261 0.013
H -1.332 -1.448 -0.643 0.061
```

DFT (ωB97M-V with the def2-TZVPD basis set) results for a molecular structure, C2HN2O4 in a non-equilibrium geometry.

Properties
**Energy relative to the best compared isomer or geometry (same formula, charge and spin)**: 33.2 kcal per mole
**Total charge**: -1
**Frontier orbital gap**: 7.038 eV

XYZ file:
```
9
Properties=species:S:1:pos:R:3:lowdin_charge:R:1
C -0.519 1.007 -0.202 -0.698
C 2.236 -0.872 0.026 -0.505
N -1.836 -0.202 0.579 -0.102
N -0.413 -0.201 0.302 0.002
O 2.551 -0.243 0.928 0.187
O 0.205 1.864 -0.668 -0.029
O 2.052 -1.555 -0.878 0.174
O -1.967 1.090 -0.057 -0.102
H -2.310 -0.887 -0.030 0.073
```

DFT (ωB97M-V with the def2-TZVPD basis set) results for 2 unconnected molecules or ions with the total composition C2HN2PS in a non-equilibrium geometry.

Properties
**Energy relative to the best compared isomer or geometry (same formula, charge and spin)**: 87.3 kcal per mole
**Frontier orbital gap (alpha / beta)**: 5.277 / 8.707 eV

XYZ file:
```
7
Properties=species:S:1:pos:R:3:lowdin_charge:R:1
C 1.155 0.687 2.096 -0.207
C 0.634 -1.203 -0.855 -0.668
N 0.830 0.557 3.184 -0.065
N 0.923 -2.300 -0.672 0.117
P 0.271 0.478 -1.167 0.589
S -1.786 0.249 -1.146 0.413
H -2.028 1.532 -1.441 -0.180
```

DFT (ωB97M-V with the def2-TZVPD basis set) results for a gas-phase ion, C2HN2S3 (charge -1) in a non-equilibrium geometry.

Properties
**SMILES**: N=C=NC(=S)S[S-]
**Energy relative to the best compared isomer or geometry (same formula, charge and spin)**: 8.8 kcal per mole
**Total charge**: -1
**Frontier orbital gap (alpha / beta)**: 6.382 / 6.381 eV

XYZ file:
```
8
Properties=species:S:1:pos:R:3:lowdin_charge:R:1
C 1.012 -0.267 -0.135 -0.299
C 3.235 0.676 -0.101 -1.309
N 2.193 -0.158 -0.325 0.034
N -0.099 -0.675 0.142 0.141
S 5.002 -1.864 0.053 -0.230
S 3.015 2.323 0.050 0.404
S 4.851 0.094 -0.020 0.207
H -0.944 -0.172 -0.063 0.051
```

DFT (ωB97M-V with the def2-TZVPD basis set) results for C2HN3 in the gas phase in a non-equilibrium geometry.

Properties
**Energy relative to the best compared isomer or geometry (same formula, charge and spin)**: 20.2 kcal per mole
**Frontier orbital gap**: 9.255 eV

XYZ file:
```
6
Properties=species:S:1:pos:R:3:lowdin_charge:R:1
C -0.016 0.390 0.503 -0.155
C 1.079 -0.145 -0.180 -0.263
N -1.072 -0.044 -0.057 -0.102
N 1.804 -0.690 -0.879 0.146
N -1.808 -0.586 -0.710 0.269
H 0.014 1.075 1.323 0.106
```

DFT (ωB97M-V with the def2-TZVPD basis set) results for 2 unconnected molecules or ions with the total composition C2HN3O2 in a non-equilibrium geometry.

Properties
**SMILES**: n1c2[nH]n1-2.O=C=O
**Energy relative to the best compared isomer or geometry (same formula, charge and spin)**: 139.8 kcal per mole
**Frontier orbital gap**: 9.369 eV

XYZ file:
```
8
Properties=species:S:1:pos:R:3:lowdin_charge:R:1
C 0.034 -1.667 1.122 0.026
C 3.164 1.680 -0.626 -0.457
N 0.054 -2.701 0.235 -0.039
N -0.121 -1.763 -0.621 -0.067
N 0.478 -0.677 -0.059 -0.006
O 2.614 2.675 -0.526 0.216
O 3.597 0.624 -0.630 0.216
H 0.035 0.201 -0.400 0.111
```

DFT (ωB97M-V with the def2-TZVPD basis set) results for 2 unconnected molecules or ions with the total composition C2HN3O2 in a non-equilibrium geometry.

Properties
**SMILES**: n1c2[nH]n1-2.O=C=O
**Energy relative to the best compared isomer or geometry (same formula, charge and spin)**: 137.0 kcal per mole
**Frontier orbital gap (alpha / beta)**: 9.362 / 9.361 eV

XYZ file:
```
8
Properties=species:S:1:pos:R:3:lowdin_charge:R:1
C 1.158 -0.807 -0.934 -0.142
C -2.539 1.380 0.167 -0.440
N 0.439 -1.712 -0.222 0.028
N 1.476 -1.526 0.546 0.001
N 1.756 -0.212 0.156 -0.026
O -2.209 0.285 0.203 0.207
O -2.855 2.479 0.133 0.222
H 2.774 0.113 -0.049 0.149
```

DFT (ωB97M-V with the def2-TZVPD basis set) results for 3 unconnected molecules or ions with the total composition C2HN3O2S in a non-equilibrium geometry.

Properties
**Energy relative to the best compared isomer or geometry (same formula, charge and spin)**: 0.0 kcal per mole
**Multiplicity**: 3
**Frontier orbital gap (alpha / beta)**: 5.842 / 7.066 eV

XYZ file:
```
9
Properties=species:S:1:pos:R:3:mulliken_spin:R:1
C -3.964 -0.781 0.037 0.000
C 0.190 0.582 -0.231 0.004
N 3.585 1.263 0.863 0.767
N 3.701 0.317 0.263 0.238
N 1.252 0.202 -0.082 0.008
O -4.682 -1.601 0.377 0.000
O -3.244 0.036 -0.317 0.000
S 3.964 -0.935 -0.529 0.983
H -0.802 0.918 -0.381 0.001
```

DFT (ωB97M-V with the def2-TZVPD basis set) results for 2 unconnected molecules or ions with the total composition C2HN3O3 in a non-equilibrium geometry.

Properties
**Energy relative to the best compared isomer or geometry (same formula, charge and spin)**: 77.0 kcal per mole
**Multiplicity**: 3
**Frontier orbital gap (alpha / beta)**: 7.955 / 9.172 eV

XYZ file:
```
9
Properties=species:S:1:pos:R:3:mulliken_spin:R:1
C 0.266 0.183 1.373 0.563
C 1.222 0.071 -1.981 -0.003
N -0.927 -0.287 1.442 0.093
N -1.905 -0.551 0.630 0.881
N 0.311 0.133 -1.215 0.008
O 1.396 0.044 1.664 0.289
O 2.094 0.250 -2.674 0.003
O -2.015 0.542 1.609 0.157
H -0.442 -0.384 -0.848 0.008
```

DFT (ωB97M-V with the def2-TZVPD basis set) results for a molecular structure, C2HN3OS2 in a non-equilibrium geometry.

Properties
**Energy relative to the best compared isomer or geometry (same formula, charge and spin)**: 31.5 kcal per mole
**Frontier orbital gap**: 6.928 eV

XYZ file:
```
9
Properties=species:S:1:pos:R:3:lowdin_charge:R:1
C 0.285 -0.090 -0.032 -0.642
C -1.659 0.070 0.482 -0.094
H -2.519 0.325 1.006 0.116
N 1.707 -0.001 -0.090 -1.049
N -0.461 0.414 0.926 0.177
N -0.371 -0.451 -1.160 0.128
O -1.685 -0.353 -0.830 0.012
S 2.200 1.551 -0.334 0.691
S 2.503 -1.465 0.031 0.661
```

DFT (ωB97M-V with the def2-TZVPD basis set) results for C2HN7O6 in the gas phase in a non-equilibrium geometry.

Properties
**SMILES**: O=[N+]([O-])C(n1ncnn1)([N+](=O)[O-])[N+](=O)[O-]
**Energy relative to the best compared isomer or geometry (same formula, charge and spin)**: 27.4 kcal per mole
**Frontier orbital gap**: 9.788 eV

XYZ file:
```
16
Properties=species:S:1:pos:R:3:lowdin_charge:R:1
C -0.481 2.159 -1.660 -0.189
C 0.077 -0.686 0.465 0.069
N 0.467 1.707 -2.367 0.049
N -0.793 1.301 -0.648 0.113
N 0.894 0.585 -1.817 0.065
N 0.119 0.400 -0.845 -0.111
N -0.254 -2.100 0.054 -0.336
N -1.032 -0.176 1.457 -0.346
N 1.542 -0.436 1.153 -0.313
O 0.043 -3.009 0.790 0.150
O -1.981 -0.835 1.760 0.166
O 2.286 0.200 0.483 0.147
O -0.880 -2.200 -0.981 0.139
O -0.746 0.903 1.800 0.136
O 1.683 -0.903 2.237 0.155
H -0.942 3.089 -1.882 0.107
```

DFT (ωB97M-V with the def2-TZVPD basis set) results for 2 unconnected molecules or ions with the total composition C2HNO2S in a non-equilibrium geometry.

Properties
**Energy relative to the best compared isomer or geometry (same formula, charge and spin)**: 85.0 kcal per mole
**Frontier orbital gap**: 11.131 eV

XYZ file:
```
7
Properties=species:S:1:pos:R:3:lowdin_charge:R:1
C -0.560 -0.671 -0.824 0.026
C -3.280 0.685 -0.138 -0.901
N -0.527 -1.042 0.274 -0.196
O -3.084 1.685 -0.653 0.137
O -0.455 -1.391 1.565 0.008
S -3.564 -0.614 0.598 0.833
H -1.374 -1.391 1.942 0.093
```

DFT (ωB97M-V with the def2-TZVPD basis set) results for 2 unconnected molecules or ions with the total composition C2HNO2S2 in a non-equilibrium geometry.

Properties
**SMILES**: O=C=[NH+][S-].O=C=S
**Energy relative to the best compared isomer or geometry (same formula, charge and spin)**: 47.3 kcal per mole
**Frontier orbital gap**: 7.031 eV

XYZ file:
```
8
Properties=species:S:1:pos:R:3:lowdin_charge:R:1
C 0.532 0.494 0.600 -0.433
C -1.617 0.369 -0.366 -0.839
N 1.097 -0.471 -0.021 -0.487
O 0.446 1.548 1.171 0.148
O -1.448 0.877 -1.387 0.156
S -1.760 -0.579 0.847 0.910
S 0.624 -2.040 -0.528 0.358
H 2.126 -0.198 -0.316 0.187
```

DFT (ωB97M-V with the def2-TZVPD basis set) results for C2HNO3 in the gas phase in a non-equilibrium geometry.

Properties
**Energy relative to the best compared isomer or geometry (same formula, charge and spin)**: 177.9 kcal per mole
**Frontier orbital gap**: 10.160 eV

XYZ file:
```
7
Properties=species:S:1:pos:R:3:lowdin_charge:R:1
C 0.479 -0.054 0.063 -0.279
C 0.753 0.449 -1.390 0.190
N -0.741 -0.088 0.539 -0.428
O -1.275 -1.136 0.188 0.081
O -1.297 0.888 0.926 0.145
O 1.248 1.058 -0.407 0.114
H 0.834 -1.117 0.082 0.177
```

DFT (ωB97M-V with the def2-TZVPD basis set) results for C2HNO3S in the gas phase in a non-equilibrium geometry.

Properties
**SMILES**: O=C=NC(=O)OS
**Energy relative to the best compared isomer or geometry (same formula, charge and spin)**: 47.6 kcal per mole
**Frontier orbital gap**: 9.673 eV

XYZ file:
```
8
Properties=species:S:1:pos:R:3:lowdin_charge:R:1
C -2.879 -1.674 -1.588 -0.427
C -0.161 -1.496 -1.585 -0.488
N -1.831 -2.067 -2.004 0.198
O -4.003 -1.449 -1.402 0.158
O 0.793 -2.067 -1.869 0.182
O -0.402 -0.323 -1.023 -0.419
S 0.942 0.604 -0.553 0.887
H 1.794 -0.462 -0.640 -0.093
```

DFT (ωB97M-V with the def2-TZVPD basis set) results for 2 unconnected molecules or ions with the total composition C2HNO3S in a non-equilibrium geometry.

Properties
**Energy relative to the best compared isomer or geometry (same formula, charge and spin)**: 7.8 kcal per mole
**Multiplicity**: 3
**Frontier orbital gap (alpha / beta)**: 5.986 / 8.266 eV

XYZ file:
```
8
Properties=species:S:1:pos:R:3:mulliken_spin:R:1
C 2.551 0.328 -0.279 0.052
C -2.862 0.215 -0.306 -0.028
N 1.487 -0.200 -0.312 0.171
O 3.615 0.796 -0.389 0.100
O -2.674 1.312 -0.045 0.011
O -3.030 -0.886 -0.561 0.015
S 0.085 -0.541 0.459 1.607
H 0.828 -1.024 1.434 0.070
```

DFT (ωB97M-V with the def2-TZVPD basis set) results for 2 unconnected molecules or ions with the total composition C2HNO4 in a non-equilibrium geometry.

Properties
**SMILES**: O=CN=O.O=C=O
**Energy relative to the best compared isomer or geometry (same formula, charge and spin)**: 77.2 kcal per mole
**Frontier orbital gap (alpha / beta)**: 7.773 / 7.732 eV

XYZ file:
```
8
Properties=species:S:1:pos:R:3:lowdin_charge:R:1
C -2.668 0.351 0.292 -0.479
C 1.159 0.163 -0.178 -0.333
N 1.950 -0.808 -0.509 0.041
O -3.139 0.898 -0.590 0.223
O -2.216 -0.215 1.171 0.209
O 2.886 -1.594 -0.391 0.096
O 0.078 0.706 -0.485 0.016
H 1.950 0.500 0.690 0.227
```

DFT (ωB97M-V with the def2-TZVPD basis set) results for C2HNOS in the gas phase in a non-equilibrium geometry.

Properties
**SMILES**: O=C=NC=S
**Energy relative to the best compared isomer or geometry (same formula, charge and spin)**: 16.8 kcal per mole
**Frontier orbital gap**: 8.452 eV

XYZ file:
```
6
Properties=species:S:1:pos:R:3:lowdin_charge:R:1
C 0.996 -0.197 -0.053 -0.708
C -1.383 0.365 -0.036 -0.270
N -0.204 0.358 -0.014 0.088
O -2.525 0.619 -0.057 0.188
S 1.504 -1.770 -0.071 0.649
H 1.612 0.624 0.231 0.053
```

DFT (ωB97M-V with the def2-TZVPD basis set) results for a molecular structure, C2HNOS in a non-equilibrium geometry.

Properties
**Energy relative to the best compared isomer or geometry (same formula, charge and spin)**: 76.9 kcal per mole
**Frontier orbital gap**: 8.438 eV

XYZ file:
```
6
Properties=species:S:1:pos:R:3:lowdin_charge:R:1
C 0.913 -0.604 -0.041 -0.295
C -0.981 -0.269 -0.060 -0.669
N 0.252 0.461 -0.049 0.040
O 1.677 -1.471 -0.067 0.242
S -2.367 0.561 -0.061 0.567
H 0.505 1.322 0.279 0.114
```